{
  "formula": "C38H36NNaO2Si",
  "method": "ωB97M-V with the def2-TZVPD basis set",
  "e_homo_ev": -0.4,
  "orbital_gap_ev": 4.4776,
  "relative_energy_kcal_mol": 18.6,
  "charge": -2,
  "symbols": ["Na", "O", "C", "C", "C", "C", "C", "C", "C", "C", "C", "O", "C", "C", "C", "C", "C", "C", "C", "C", "C", "C", "C", "C", "N", "C", "C", "C", "C", "C", "C", "C", "C", "C", "C", "C", "C", "H", "H", "H", "H", "H", "H", "H", "H", "H", "H", "H", "H", "H", "H", "H", "H", "H", "H", "H", "H", "H", "H", "H", "H", "H", "H", "H", "C", "Si", "C", "C", "C", "C", "H", "H", "H", "H", "H", "H", "H", "H", "H"],
  "positions_angstrom": [[0.131, -0.675, -0.763], [-1.417, 0.121, -2.037], [-1.868, 1.429, -2.020], [-2.148, 2.063, -0.622], [-2.483, 1.053, 0.405], [-3.797, 0.643, 0.642], [-4.096, -0.268, 1.622], [-3.029, -0.738, 2.344], [-1.720, -0.359, 2.058], [-0.521, -0.816, 2.848], [0.161, -2.121, 2.140], [0.012, -2.152, 0.810], [1.627, -2.318, 2.697], [2.374, -1.237, 3.165], [3.638, -1.458, 3.600], [4.193, -2.729, 3.631], [3.489, -3.781, 3.069], [2.252, -3.576, 2.554], [-0.730, -3.310, 2.661], [-1.828, -3.805, 1.885], [-2.780, -4.649, 2.436], [-2.642, -5.102, 3.754], [-1.554, -4.729, 4.488], [-0.664, -3.744, 3.967], [-1.458, 0.449, 1.046], [-3.223, 1.366, -2.790], [-3.654, 0.109, -3.304], [-4.742, 0.056, -4.181], [-5.298, 1.229, -4.713], [-4.907, 2.414, -4.132], [-4.006, 2.474, -3.091], [-0.881, 2.417, -2.787], [-1.251, 3.687, -3.246], [-0.445, 4.408, -4.147], [0.853, 3.991, -4.432], [1.283, 2.825, -3.749], [0.445, 2.068, -2.984], [-2.897, 2.874, -0.663], [-1.216, 2.571, -0.307], [-4.640, 1.127, 0.119], [-5.163, -0.586, 1.704], [-3.205, -1.491, 3.092], [-0.890, -1.149, 3.814], [0.288, -0.048, 2.983], [2.012, -0.227, 3.126], [4.271, -0.580, 3.907], [5.179, -2.867, 4.062], [3.929, -4.812, 3.081], [1.598, -4.402, 2.246], [-1.977, -3.536, 0.833], [-3.672, -4.819, 1.862], [-3.461, -5.702, 4.119], [-1.421, -5.140, 5.440], [0.137, -3.458, 4.620], [-3.152, -0.746, -2.918], [-5.150, -0.923, -4.432], [-6.087, 1.240, -5.483], [-5.326, 3.344, -4.517], [-3.938, 3.439, -2.619], [-2.224, 4.116, -2.975], [-0.854, 5.280, -4.693], [1.591, 4.507, -5.055], [2.288, 2.502, -3.900], [0.960, 1.226, -2.302], [5.283, 3.338, -0.872], [4.724, 1.538, -0.679], [4.526, 1.195, 1.124], [6.006, 0.279, -1.477], [3.065, 1.099, -1.408], [1.837, 1.058, -1.608], [6.149, 3.555, -0.241], [4.467, 3.977, -0.554], [5.551, 3.607, -1.901], [5.486, 1.179, 1.683], [4.051, 0.229, 1.174], [3.903, 2.012, 1.608], [7.004, 0.519, -1.194], [5.868, 0.200, -2.560], [5.785, -0.762, -1.060]],
  "forces_ev_per_angstrom": [[0.0, 0.2, 0.1], [0.3, 1.7, 0.8], [-0.2, -1.5, -1.4], [1.1, 0.9, 0.4], [-0.2, -1.2, 0.2], [-0.8, 1.5, -0.7], [-0.5, -0.1, -0.6], [0.0, -1.1, 1.0], [0.4, 0.2, -0.2], [0.6, -0.8, -0.3], [-1.4, -1.1, -0.1], [1.2, 0.6, 0.1], [-0.7, 0.3, -1.2], [-0.9, -0.6, -0.7], [2.4, 0.9, 1.0], [0.4, 0.3, -0.1], [1.6, -1.5, 0.5], [-2.4, 0.5, 0.4], [-1.1, 0.3, 0.1], [0.6, 0.2, -0.1], [0.7, 0.8, 0.5], [-1.0, -0.2, -1.1], [0.5, 1.5, -1.3], [-0.6, -1.9, 0.6], [-0.3, 1.5, -0.3], [-0.1, -0.3, -0.2], [-0.8, 1.9, 0.0], [0.2, -0.2, 0.0], [-0.2, -0.7, 0.1], [-0.9, 0.7, -0.5], [0.1, -0.2, -0.3], [-0.6, 0.6, 0.3], [-0.5, 0.2, -0.4], [0.0, 0.6, -0.4], [0.2, -1.2, 1.0], [-0.7, 1.6, -1.1], [-2.1, 0.8, -2.3], [0.0, -0.4, -0.1], [-0.3, -0.4, 0.0], [0.7, -0.2, 0.0], [1.1, 0.1, 0.4], [0.1, -0.1, 0.4], [0.2, 0.2, 0.4], [-1.5, -0.4, -0.4], [-0.1, 0.1, 0.1], [-0.7, -1.0, -0.2], [0.0, -0.1, -0.1], [-0.4, 1.0, -0.1], [0.5, 0.3, -0.2], [0.5, 0.4, 0.6], [-0.2, -0.5, -0.1], [0.2, -0.3, 0.5], [0.3, -0.3, 1.5], [0.4, 0.4, 0.1], [0.4, -0.5, 0.0], [0.1, 0.1, -0.2], [0.5, -0.2, 0.4], [-0.1, -0.1, 0.2], [0.5, 0.0, 0.2], [0.5, -0.1, -0.4], [0.2, -0.3, 0.7], [-0.6, 0.1, -0.1], [0.9, -0.3, 0.1], [-3.1, 0.1, -2.2], [0.2, -0.3, -0.4], [-0.9, -1.2, -1.7], [0.5, 1.3, 1.1], [-1.8, -0.8, 1.0], [0.7, 1.4, 0.0], [5.8, -3.3, 5.5], [0.0, -0.1, 0.1], [-0.2, 0.2, 0.0], [-0.1, -0.1, 0.1], [-0.4, -0.1, -0.2], [-0.3, -0.3, 0.4], [0.4, -1.1, -0.6], [1.1, 0.2, 0.0], [0.2, 0.2, 0.2], [0.2, 1.3, -0.4]],
  "lowdin_charge": [0.39, -0.26, -0.47, -0.07, -0.24, -0.04, -0.09, -0.05, -0.27, -0.03, -0.50, -0.22, -0.10, -0.06, -0.13, -0.12, -0.12, -0.04, -0.15, -0.02, -0.11, -0.14, -0.10, -0.05, 0.18, -0.11, -0.01, -0.11, -0.14, -0.14, -0.08, -0.11, -0.07, -0.14, -0.13, -0.12, -0.10, 0.11, 0.13, 0.11, 0.11, 0.10, 0.10, 0.10, 0.09, 0.11, 0.09, 0.11, 0.13, 0.12, 0.09, 0.08, 0.07, 0.11, 0.09, 0.08, 0.09, 0.09, 0.09, 0.08, 0.08, 0.07, 0.07, -0.14, -0.21, 0.43, -0.22, -0.20, -0.16, -0.10, 0.01, 0.02, 0.02, 0.03, 0.01, 0.06, -0.02, 0.01, 0.04]
}

{
  "formula": "C19H23N3O3S",
  "method": "ωB97M-V with the def2-TZVPD basis set",
  "e_homo_ev": -9.0,
  "orbital_gap_ev": 9.2465,
  "smiles": "COc1c(C)cc(C(=O)[C@@H]2CCCN(C(=O)c3snnc3C)C2)cc1C",
  "relative_energy_kcal_mol": 60.4,
  "charge": 0,
  "symbols": ["C", "H", "O", "C", "C", "C", "C", "C", "C", "C", "H", "H", "H", "H", "C", "O", "C", "C", "C", "H", "C", "N", "C", "O", "C", "C", "N", "N", "S", "C", "H", "H", "H", "C", "H", "H", "H", "H", "H", "H", "H", "H", "H", "C", "H", "H", "H", "H", "H"],
  "positions_angstrom": [[3.874, 2.643, -1.987], [4.592, 3.258, -2.527], [3.038, 2.062, -2.967], [2.040, 1.260, -2.441], [2.271, -0.110, -2.282], [1.268, -0.907, -1.757], [0.036, -0.365, -1.395], [-0.186, 0.994, -1.612], [0.798, 1.819, -2.124], [0.538, 3.280, -2.326], [-0.483, 3.439, -2.664], [0.670, 3.818, -1.387], [1.227, 3.689, -3.061], [-1.151, 1.403, -1.354], [-1.060, -1.132, -0.770], [-2.195, -0.702, -0.738], [-0.692, -2.460, -0.112], [-1.924, -3.233, 0.375], [-2.605, -2.537, 1.553], [-3.060, -1.609, 1.207], [-1.592, -2.221, 2.655], [-0.484, -1.470, 2.108], [-0.338, -0.129, 2.175], [0.504, 0.483, 1.540], [-1.243, 0.594, 3.101], [-2.215, 1.518, 2.757], [-2.796, 2.063, 3.841], [-2.360, 1.670, 4.948], [-1.149, 0.542, 4.815], [-2.613, 1.913, 1.383], [-1.835, 2.540, 0.948], [-3.542, 2.473, 1.423], [-2.735, 1.040, 0.744], [0.239, -2.187, 1.082], [0.591, -3.135, 1.502], [1.093, -1.576, 0.786], [-1.190, -3.150, 3.074], [-2.070, -1.660, 3.458], [-3.393, -3.175, 1.957], [-1.610, -4.236, 0.675], [-2.637, -3.330, -0.446], [-0.158, -3.070, -0.846], [1.462, -1.964, -1.652], [3.590, -0.709, -2.669], [3.449, -1.696, -3.103], [4.095, -0.071, -3.389], [4.229, -0.815, -1.791], [4.407, 1.878, -1.412], [3.303, 3.269, -1.294]],
  "forces_ev_per_angstrom": [[0.2, 0.1, 0.2], [0.0, 0.0, 0.1], [-0.5, -0.4, -0.1], [-0.1, -0.2, 0.1], [0.2, 0.2, -0.1], [-0.3, 0.2, 0.1], [0.2, 0.6, -0.4], [0.1, -0.2, 0.0], [0.2, 0.0, -0.1], [0.1, 0.0, 0.0], [-0.1, 0.0, 0.0], [0.0, 0.1, 0.0], [0.0, 0.1, 0.0], [-0.1, 0.0, 0.0], [0.1, -0.4, 0.0], [0.0, 0.0, -0.1], [-0.3, -0.1, 0.2], [-0.1, 0.3, -0.1], [0.1, -0.1, 0.1], [0.0, 0.0, 0.1], [-0.6, -0.1, 0.1], [0.1, -0.2, 0.0], [0.2, 0.1, 0.0], [0.0, 0.2, -0.1], [-0.3, 0.5, 0.6], [1.1, -1.2, -0.2], [-0.9, 0.8, -0.3], [0.1, 0.0, 1.6], [0.0, 0.0, -1.1], [0.0, 0.0, -0.1], [0.0, 0.1, -0.1], [0.0, 0.0, 0.0], [0.0, 0.0, -0.1], [0.4, 0.1, -0.3], [0.0, 0.0, 0.0], [-0.1, -0.2, 0.1], [0.0, 0.1, 0.0], [0.1, -0.1, -0.1], [0.0, 0.0, 0.0], [0.0, 0.0, 0.0], [0.0, -0.1, 0.0], [0.1, 0.0, 0.0], [0.0, -0.1, 0.0], [0.0, 0.1, 0.0], [0.0, -0.1, 0.0], [0.1, -0.1, 0.0], [0.1, 0.0, 0.0], [0.0, 0.0, 0.0], [0.0, 0.0, 0.0]],
  "lowdin_charge": [-0.07, 0.10, -0.12, -0.20, -0.18, 0.01, -0.14, 0.03, -0.17, -0.02, 0.08, 0.09, 0.08, 0.12, -0.31, 0.09, -0.21, -0.14, -0.15, 0.10, -0.15, -0.04, -0.47, 0.09, -0.39, -0.36, -0.05, -0.34, 1.05, -0.01, 0.09, 0.08, 0.06, -0.09, 0.14, 0.12, 0.13, 0.10, 0.12, 0.12, 0.12, 0.14, 0.12, -0.03, 0.08, 0.08, 0.09, 0.09, 0.09]
}

{
  "formula": "C3H6FI",
  "method": "ωB97M-V with the def2-TZVPD basis set",
  "e_homo_ev": -9.8,
  "orbital_gap_ev": 10.2776,
  "relative_energy_kcal_mol": 35.3,
  "charge": 0,
  "symbols": ["C", "C", "C", "F", "I", "H", "H", "H", "H", "H", "H"],
  "positions_angstrom": [[-0.601, -0.850, -0.863], [0.258, 1.110, 0.736], [-0.779, 0.459, -0.092], [-1.945, -0.084, 1.101], [-2.060, 1.660, -1.256], [-1.507, -1.095, -1.330], [0.267, -0.798, -1.340], [-0.367, -1.625, -0.077], [-0.288, 1.922, 1.157], [1.110, 1.182, 0.200], [0.604, 0.294, 1.416]],
  "forces_ev_per_angstrom": [[-1.3, 0.0, 5.5], [-2.5, -3.0, 1.3], [-3.5, -2.5, 1.0], [2.4, 1.2, -2.2], [0.1, 0.6, 0.1], [-0.7, -0.5, -1.1], [3.3, 0.3, -3.1], [-0.5, 0.6, -0.6], [0.8, 0.9, 0.8], [2.7, 1.6, -2.1], [-0.8, 0.8, 0.4]],
  "lowdin_charge": [-0.14, -0.10, -0.80, -0.31, 0.93, 0.04, 0.03, 0.11, 0.07, 0.05, 0.12]
}